(1)
C8H14O2 | wB97M-V/def2-TZVPD

Its SMILES is C/C=C/C(C)C.O=CC=O. For the gap between HOMO and LUMO, the calculation gives 6.828 eV. The value obtained for the energy above the lowest of the compared OMol25 structures with the same formula, charge and spin is 2.806 eV. The highest occupied orbital energy is -7.98 eV. The total energy comes out at -463.60273 hartree.

```
! RIJCOSX wB97M-V def2-TZVPD def2/J DEFGRID3
* xyz 0 1
C -1.0689 2.3040 -0.1277
C 0.0968 1.4615 -0.5658
C 0.8036 0.6639 0.2333
C 1.9678 -0.1913 -0.2020
C 1.6708 -1.6747 0.0303
C 3.2437 0.2280 0.5339
H -0.8796 3.3665 -0.3245
H -1.9822 2.0409 -0.6740
H -1.2550 2.1852 0.9405
H 0.3606 1.5190 -1.6257
H 0.5453 0.5981 1.2931
H 2.1205 -0.0293 -1.2846
H 0.7794 -1.9985 -0.5078
H 1.4981 -1.8700 1.0997
H 2.5069 -2.2958 -0.2969
H 3.1265 0.0986 1.6221
H 3.4861 1.2840 0.3518
H 4.0763 -0.3622 0.2130
O -0.8973 -0.4685 -1.1700
C -1.7259 -1.2329 -0.7347
C -2.4212 -0.9951 0.5999
O -2.1765 -0.0346 1.2914
H -2.0316 -2.1367 -1.2784
H -3.1621 -1.7555 0.8975
*
```



(2)
C8H14O2S2 | wB97M-V/def2-TZVPD

Its SMILES is O=C(O)CCCC[C@H]1CCSS1. For the gap between HOMO and LUMO, the calculation gives 8.418 eV. The value obtained for the energy above the lowest of the compared OMol25 structures with the same formula, charge and spin is 2.293 eV. The highest occupied orbital energy is -7.98 eV. The total energy comes out at -1260.03589 hartree.

```
! RIJCOSX wB97M-V def2-TZVPD def2/J DEFGRID3
* xyz 0 1
O -2.6585 0.0587 -1.5379
C -3.4327 -0.4607 -0.7268
O -4.8491 -0.6202 -0.9762
C -2.8782 -1.0607 0.5710
C -1.3516 -0.9116 0.5417
C -0.8719 0.6139 0.6155
C 0.6341 0.7109 0.8976
C 1.6321 0.3398 -0.2873
C 2.9387 1.0876 -0.1848
C 3.9429 0.3375 -1.1051
S 4.0186 -1.3856 -0.3148
S 1.8100 -1.4763 -0.1582
H -5.2349 -0.7941 -0.0483
H -3.2165 -2.1574 0.7022
H -3.3716 -0.5312 1.4181
H -0.7818 -1.3910 -0.2912
H -1.1774 -1.3524 1.5856
H -1.5729 1.1288 1.3584
H -1.1579 1.1650 -0.3121
H 0.8622 1.7010 0.9858
H 0.9707 0.1683 1.7791
H 1.1190 0.5566 -1.2511
H 3.2512 1.1896 0.8167
H 2.7823 2.1511 -0.5264
H 3.5542 0.2865 -2.2331
H 5.0393 0.6460 -1.3183
*
```



(3)
C8H14O2Si3 | wB97M-V/def2-TZVPD

For the gap between HOMO and LUMO (spin up / spin down), the calculation gives 5.837 / 5.842 eV. The value obtained for the energy above the lowest of the compared OMol25 structures with the same formula, charge and spin is 1.712 eV. The highest occupied orbital energy (spin up / spin down) is -6.03 / -6.03 eV. The total energy comes out at -1332.05409 hartree.

```
! RIJCOSX wB97M-V def2-TZVPD def2/J DEFGRID3
* xyz 0 1
C 0.9333 -3.8640 -2.7696
C 1.8041 -3.1408 -1.9693
C -0.4468 -3.4938 -2.8432
C 1.3114 -2.1013 -1.2205
C -0.8630 -2.4262 -2.0043
C -0.0379 -1.7248 -1.2426
C 0.9533 1.7755 0.7315
C 2.2794 1.9051 1.5148
O 0.1622 2.8926 1.0329
O 0.5307 0.6531 0.3028
Si -2.4077 2.2448 2.8606
Si -1.3499 3.5566 1.0521
Si -0.6783 -0.3658 -0.1230
H 1.3094 -4.6614 -3.3195
H 2.7761 -3.4147 -1.6733
H -1.0809 -4.0334 -3.4856
H 2.0416 -1.8121 -0.3990
H -1.9109 -2.1472 -1.9191
H 2.4539 2.9839 1.6620
H 2.0557 1.4455 2.5117
H 3.1148 1.3736 1.2078
H -3.6225 1.6011 2.3561
H -1.4457 1.2096 3.0429
H -2.6331 2.8876 4.1319
H -2.2536 3.5779 -0.0285
H -1.1857 4.8747 1.3510
H -1.8096 0.2038 -0.7605
*
```



(4)
C8H14O7S | wB97M-V/def2-TZVPD

Its SMILES is O=C(O)CC[C@@H]1COS(=O)(=O)O1.CC(C)=O. For the gap between HOMO and LUMO, the calculation gives 10.265 eV. The value obtained for the energy above the lowest of the compared OMol25 structures with the same formula, charge and spin is 0.000 eV. The highest occupied orbital energy is -9.74 eV. The total energy comes out at -1238.07691 hartree.

```
! RIJCOSX wB97M-V def2-TZVPD def2/J DEFGRID3
* xyz 0 1
O 1.7367 2.4574 -4.5318
C 0.7758 2.7020 -3.8689
O -0.3318 3.3110 -4.4038
C 0.6755 2.4511 -2.3853
C 1.5478 1.2555 -1.9574
C 1.0992 0.4388 -0.7163
C 0.6963 -1.0497 -0.9606
O -0.6941 -1.1818 -0.5927
S -1.3519 0.2270 -0.4683
O -2.2965 0.3317 0.5805
O -1.7631 0.6613 -1.7701
O -0.0268 0.9724 0.0099
H -1.0316 2.6645 -4.5756
H -0.3710 2.3396 -2.1343
H 1.0242 3.3571 -1.8738
H 1.6985 0.5724 -2.7991
H 2.5396 1.6567 -1.7296
H 1.9492 0.4054 -0.0324
H 0.8723 -1.4048 -1.9777
H 1.2228 -1.7086 -0.2669
C -0.0458 -2.5293 4.5828
C -0.4583 -2.2601 3.1548
C -1.7211 -1.4619 2.9520
O 0.2062 -2.6581 2.2234
H 0.8768 -3.1040 4.5992
H 0.1012 -1.5863 5.1120
H -0.8305 -3.0843 5.0995
H -1.6089 -0.4785 3.4124
H -2.5663 -1.9715 3.4191
H -1.9245 -1.3247 1.8994
*
```